(1)
The following is a quantum chemistry calculation of 3 unconnected molecules or ions with the total composition C2H9NO3, from the OMol25 dataset.

Frontier orbital gap, eV: 10.746
Electronic energy, a.u.: -362.09219
SMILES: CC(N)=O.O.O
Net charge: 0

Each line ends with the Mulliken charge.
Positions of all 15 atoms, in Å:
C 0.794 0.017 -1.081  -0.951
C 1.146 0.821 0.124  0.626
N 2.217 1.667 0.013  -0.412
O 0.390 0.845 1.076  -0.588
H -0.253 0.122 -1.324  0.239
H 0.638 -1.053 -0.886  0.340
H 1.465 0.091 -1.909  0.312
H 2.311 2.425 0.667  0.235
H 3.078 1.288 -0.347  0.210
O -1.253 -2.420 -0.015  -0.654
H -0.820 -2.802 0.756  0.307
H -1.711 -1.599 0.250  0.372
O -2.579 0.019 0.561  -0.666
H -1.979 0.515 1.135  0.340
H -3.444 0.063 0.980  0.289

***

(2)
The following is a quantum chemistry calculation of 3 unconnected molecules or ions with the total composition C2H9NO4, from the OMol25 dataset.

Frontier orbital gap, eV: 10.016
Electronic energy, a.u.: -437.28408
SMILES: NCC(=O)O.O.O
Net charge: 0

Each line ends with the Mulliken charge.
Positions of all 16 atoms, in Å:
N 0.633 1.506 -1.577  -0.670
C -0.736 1.339 -1.069  -0.344
C -0.902 0.219 -0.030  0.482
O -0.185 0.070 0.901  -0.475
O -2.118 -0.427 -0.294  -0.459
H 0.811 0.783 -2.269  0.301
H 1.387 1.093 -0.987  0.238
H -1.236 1.147 -2.061  0.319
H -1.122 2.290 -0.737  0.270
H -2.716 0.045 0.308  0.339
O 2.334 -0.732 -3.025  -0.627
H 3.030 -0.761 -2.352  0.312
H 2.439 -1.619 -3.382  0.312
O 0.166 -1.474 4.801  -0.627
H 0.679 -0.755 4.417  0.317
H 0.717 -1.879 5.468  0.312

***

(3)
The following is a quantum chemistry calculation of 3 unconnected molecules or ions with the total composition C2H9NO4, from the OMol25 dataset.

Frontier orbital gap, eV: 10.787
Electronic energy, a.u.: -437.29104
SMILES: O=CNCO.O.O
Net charge: 0

Each line ends with the Mulliken charge.
Positions of all 16 atoms, in Å:
O -1.583 0.199 -0.791  -0.621
C -1.138 -0.926 -0.407  0.115
N -0.587 -1.282 0.829  -0.231
C -0.434 -0.178 1.817  -0.329
O 0.928 0.185 2.099  -0.529
H -1.294 -1.816 -1.086  0.373
H 0.292 -1.783 0.851  0.280
H -1.152 0.628 1.508  0.288
H -0.842 -0.512 2.803  0.293
H 1.305 0.390 1.196  0.351
O 0.917 -0.710 -2.374  -0.646
H 0.493 0.019 -2.827  0.315
H 1.853 -0.208 -2.329  0.335
O 0.821 1.923 -0.451  -0.579
H 0.103 1.425 -0.709  0.268
H 0.319 2.649 -0.129  0.316

***

(4)
The following is a quantum chemistry calculation of 2 unconnected molecules or ions with the total composition C2H9NOS, from the OMol25 dataset.

Frontier orbital gap, eV: 9.907
Electronic energy, a.u.: -609.75586
SMILES: NCO.CS
Net charge: 0

Each line ends with the Mulliken charge.
Positions of all 14 atoms, in Å:
N 0.442 -1.810 1.619  -0.648
C 0.341 -0.613 2.405  -0.210
O -0.953 -0.009 2.207  -0.536
H -0.443 -2.304 1.701  0.263
H 0.455 -1.544 0.636  0.262
H 0.446 -0.891 3.455  0.308
H 1.089 0.092 2.067  0.289
H -0.992 0.763 2.784  0.286
C 0.989 1.369 -2.521  -0.716
S -0.350 0.366 -1.861  -0.215
H 0.640 2.324 -2.905  0.278
H 1.702 1.602 -1.746  0.253
H 1.475 0.857 -3.339  0.267
H -0.991 1.312 -1.168  0.119

***

(5)
The following is a quantum chemistry calculation of a molecular structure, C2H9NOS, from the OMol25 dataset.

Frontier orbital gap, eV: 9.123
Electronic energy, a.u.: -609.70086
Net charge: 0

Each line ends with the Mulliken charge.
Positions of all 14 atoms, in Å:
C -0.393 1.365 -0.440  -0.571
O -0.110 0.516 -1.555  -0.477
C 0.838 1.744 0.373  -0.231
N 1.184 0.838 1.475  -0.480
H -1.144 0.936 0.244  0.355
H -0.824 2.263 -0.883  0.319
H -0.335 -0.403 -1.303  0.256
H 1.661 1.889 -0.329  0.237
H 0.644 2.710 0.841  0.303
H 0.582 -1.173 0.161  -0.001
H 0.833 -0.107 1.400  0.172
H 2.187 0.781 1.622  0.247
S -0.854 -2.080 0.043  -0.340
H 0.155 -2.961 -0.004  0.212

***

(6)
The following is a quantum chemistry calculation of 2 unconnected molecules or ions with the total composition C2H9NOS, from the OMol25 dataset.

Frontier orbital gap (spin up / spin down), eV: 6.311 / 1.395
Multiplicity: 2
Electronic energy, a.u.: -609.35831
Net charge: +1

Each line ends with the Mulliken spin population.
Positions of all 14 atoms, in Å:
C -2.507 2.984 3.347  -0.017
S -2.058 4.271 2.033  0.942
H -1.688 3.232 3.983  0.039
H -3.417 3.120 4.043  0.051
H -2.829 2.083 2.946  -0.003
H -1.810 5.304 2.790  -0.012
N 1.570 -2.269 -1.363  0.000
C 2.084 -3.147 -2.466  0.000
O 2.196 -2.433 -3.634  0.000
H 2.159 -1.374 -1.257  0.000
H 0.630 -2.058 -1.504  0.000
H 3.116 -3.695 -2.242  0.000
H 1.200 -3.817 -2.646  0.000
H 1.355 -2.202 -4.029  0.000

***

(7)
The following is a quantum chemistry calculation of a molecular structure, C2H9NP3, from the OMol25 dataset.

Frontier orbital gap, eV: 7.321
Electronic energy, a.u.: -1160.08178
Net charge: +1

Each line ends with the Mulliken charge.
Positions of all 15 atoms, in Å:
C -0.713 1.440 -0.405  -0.849
C 0.662 0.829 1.819  -1.152
N 0.137 -1.144 -0.407  0.093
P -0.651 -1.965 0.663  0.243
P 0.965 -1.674 -1.857  -0.010
P 0.800 0.501 -0.041  0.178
H -0.622 2.366 -1.024  0.348
H -1.049 1.722 0.561  0.319
H -1.408 0.713 -0.729  0.351
H 1.165 0.246 2.597  0.376
H -0.392 0.620 2.158  0.394
H 1.012 1.874 1.964  0.350
H -0.876 -3.067 -0.110  0.086
H 1.197 -0.425 -2.493  0.137
H -0.226 -2.034 -2.694  0.138

***

(8)
The following is a quantum chemistry calculation of 2 unconnected molecules or ions with the total composition C2H9NPS, from the OMol25 dataset.

Frontier orbital gap (spin up / spin down), eV: 7.550 / 7.551
Electronic energy, a.u.: -875.49663
Net charge: +1

Each line ends with the Mulliken charge.
Positions of all 14 atoms, in Å:
C 1.434 0.193 0.221  -0.874
C -1.819 0.733 0.088  -0.476
N 2.440 -0.628 -0.479  -0.349
P -1.248 -0.871 0.367  0.096
S -3.573 0.080 0.070  -0.109
H 0.984 0.980 -0.385  0.290
H 1.817 0.530 1.180  0.287
H -1.481 1.141 -0.831  0.390
H -1.779 1.640 0.878  0.367
H 2.231 -1.601 -0.599  0.336
H 3.437 -0.512 0.039  0.401
H 2.619 -0.198 -1.367  0.353
H -1.601 -0.777 1.719  0.111
H -3.460 -0.711 -0.902  0.177

***

(9)
The following is a quantum chemistry calculation of 2 unconnected molecules or ions with the total composition C2H9NS, from the OMol25 dataset.

Frontier orbital gap, eV: 9.822
Electronic energy, a.u.: -534.48983
SMILES: CNC.S
Net charge: 0

Each line ends with the Mulliken charge.
Positions of all 13 atoms, in Å:
C 0.425 -0.536 -0.158  -0.753
N -0.860 -0.508 -0.872  -0.389
C -0.795 0.154 -2.167  -0.766
H 0.470 -1.179 0.722  0.254
H 0.798 0.480 0.054  0.285
H 1.188 -0.892 -0.878  0.324
H -1.384 0.154 -0.313  0.250
H 0.184 0.257 -2.630  0.272
H -1.489 -0.217 -2.935  0.261
H -1.079 1.195 -2.017  0.279
S 0.354 -0.004 3.892  -0.289
H 0.581 1.008 3.093  0.130
H 1.606 0.088 4.208  0.141

***

(10)
The following is a quantum chemistry calculation of 3 unconnected molecules or ions with the total composition C2H9NS, from the OMol25 dataset.

Frontier orbital gap, eV: 9.920
Electronic energy, a.u.: -534.46967
SMILES: [H][H].C1CS1.N
Net charge: 0

Each line ends with the Mulliken charge.
Positions of all 13 atoms, in Å:
H 3.607 0.044 2.781  -0.123
H 3.967 -0.334 3.311  0.123
C 0.434 -0.659 0.851  -0.320
C 0.435 -1.476 -0.374  -0.463
S 1.049 0.196 -0.617  -0.124
H -0.558 -0.288 1.112  0.090
H 0.992 -0.888 1.751  0.291
H -0.519 -1.723 -0.845  0.236
H 1.120 -2.299 -0.439  0.281
N -3.212 1.394 0.078  -0.686
H -3.503 0.764 -0.668  0.235
H -2.238 1.192 0.291  0.227
H -3.217 2.329 -0.323  0.234

***

(11)
The following is a quantum chemistry calculation of 2 unconnected molecules or ions with the total composition C2H9NS, from the OMol25 dataset.

Frontier orbital gap, eV: 9.666
Electronic energy, a.u.: -534.47041
SMILES: CNC.S
Net charge: 0

Each line ends with the Mulliken charge.
Positions of all 13 atoms, in Å:
C -1.172 -2.020 -0.043  -0.815
N -1.128 -0.506 -0.169  -0.281
C -0.903 0.108 -1.575  -0.879
H -2.093 -2.349 -0.382  0.342
H -1.113 -2.413 0.988  0.282
H -0.490 -2.446 -0.994  0.208
H -2.029 -0.165 0.252  0.227
H -1.646 -0.180 -2.309  0.345
H -0.931 1.157 -1.376  0.308
H 0.077 -0.225 -1.965  0.302
S 1.668 1.139 0.929  -0.339
H 0.354 0.955 1.292  0.157
H 1.528 2.454 0.527  0.141

***

(12)
The following is a quantum chemistry calculation of 3 unconnected molecules or ions with the total composition C2H9NS, from the OMol25 dataset.

Frontier orbital gap, eV: 9.873
Electronic energy, a.u.: -534.45553
SMILES: [H][H].C1CS1.N
Net charge: 0

Each line ends with the Mulliken charge.
Positions of all 13 atoms, in Å:
H 0.425 3.108 0.494  -0.079
H 0.382 3.463 -0.158  0.080
C -0.861 -0.008 -0.978  -0.445
C -1.466 -1.369 -1.015  -0.512
S 0.020 -1.174 -2.065  -0.157
H -1.357 0.718 -1.605  0.286
H -0.657 0.347 0.026  0.279
H -2.483 -1.487 -1.370  0.276
H -1.123 -2.137 -0.337  0.261
N 1.552 -0.511 1.940  -0.647
H 1.876 0.345 2.366  0.232
H 1.348 -0.193 0.992  0.189
H 2.346 -1.101 1.709  0.238

***

(13)
The following is a quantum chemistry calculation of 2 unconnected molecules or ions with the total composition C2H9NS2, from the OMol25 dataset.

Frontier orbital gap, eV: 9.242
Electronic energy, a.u.: -932.68023
SMILES: CCN.SS
Net charge: 0

Each line ends with the Mulliken charge.
Positions of all 14 atoms, in Å:
C 1.332 -3.628 -0.211  -1.018
C 1.692 -2.155 -0.119  -0.123
N 1.905 -1.305 -1.291  -0.529
H 0.268 -3.934 -0.485  0.276
H 1.583 -4.061 0.764  0.316
H 2.044 -4.277 -0.832  0.287
H 2.555 -2.162 0.450  0.218
H 0.757 -1.809 0.451  0.142
H 1.105 -0.582 -1.352  0.222
H 2.075 -1.820 -2.179  0.217
S -2.203 1.792 0.813  -0.184
S -0.220 1.854 0.122  -0.186
H -2.671 1.126 -0.259  0.175
H -0.426 3.016 -0.490  0.186

***

(14)
The following is a quantum chemistry calculation of 2 unconnected molecules or ions with the total composition C2H9NS2, from the OMol25 dataset.

Frontier orbital gap, eV: 9.581
Electronic energy, a.u.: -932.69729
SMILES: CSS.CN
Net charge: 0

Each line ends with the Mulliken charge.
Positions of all 14 atoms, in Å:
C 3.970 0.616 -0.599  -0.776
S 2.573 -0.414 -0.097  -0.026
S 2.007 -1.161 -1.865  -0.204
H 3.688 1.510 -1.155  0.309
H 4.667 0.071 -1.236  0.281
H 4.544 0.925 0.274  0.271
H 2.989 -2.018 -2.129  0.143
C -3.596 -0.039 0.375  -0.574
N -3.113 0.040 1.759  -0.509
H -4.638 -0.360 0.347  0.228
H -3.025 -0.806 -0.137  0.183
H -3.486 0.946 -0.064  0.263
H -2.875 0.976 2.005  0.211
H -3.705 -0.287 2.523  0.200

***

(15)
The following is a quantum chemistry calculation of 2 unconnected molecules or ions with the total composition C2H9O2, from the OMol25 dataset.

Frontier orbital gap, eV: 13.184
Electronic energy, a.u.: -231.76818
Net charge: +1

Each line ends with the Mulliken charge.
Positions of all 13 atoms, in Å:
O 1.727 2.129 -0.581  -0.632
H 0.658 1.276 -0.484  0.435
H 2.055 2.619 0.170  0.368
H 2.447 1.623 -1.133  0.405
C -0.619 -0.541 0.701  -0.146
O -0.237 0.598 -0.345  -0.431
C -0.855 -1.855 0.115  -0.876
H 0.231 -0.463 1.385  0.309
H -1.572 -0.171 1.039  0.291
H -1.016 1.050 -0.654  0.379
H -1.404 -1.551 -0.755  0.285
H 0.124 -2.285 -0.290  0.295
H -1.539 -2.429 0.830  0.319

***

(16)
The following is a quantum chemistry calculation of 2 unconnected molecules or ions with the total composition C2H9OS, from the OMol25 dataset.

Frontier orbital gap (spin up / spin down), eV: 6.192 / 8.706
Multiplicity: 2
Electronic energy, a.u.: -554.87102
Net charge: 0

Each line ends with the Mulliken spin population.
Positions of all 13 atoms, in Å:
O -1.194 1.966 1.759  0.006
H -1.313 2.604 1.050  -0.005
H -1.170 2.385 2.629  0.013
H -0.965 0.681 0.642  0.245
C 1.197 0.387 -0.194  -0.020
S -0.423 -0.419 -0.096  0.292
C -0.274 -2.047 -1.145  0.525
H 2.003 -0.371 -0.182  -0.001
H 1.475 1.140 0.528  0.002
H 1.222 0.839 -1.191  0.003
H -0.105 -1.952 -2.214  -0.013
H 0.643 -2.512 -0.690  -0.012
H -1.095 -2.700 -0.897  -0.032

***

(17)
The following is a quantum chemistry calculation of 2 unconnected molecules or ions with the total composition C2H9OS, from the OMol25 dataset.

Frontier orbital gap, eV: 9.778
Electronic energy, a.u.: -554.66575
Net charge: +1

Each line ends with the Mulliken charge.
Positions of all 13 atoms, in Å:
O -0.469 2.128 -1.692  -0.602
H -1.383 2.363 -1.902  0.306
H 0.074 2.838 -2.120  0.313
H 0.530 0.372 -1.164  0.363
C 1.415 -1.181 1.349  -0.751
S 0.767 -0.045 0.092  0.168
C -1.060 -0.517 0.246  -0.878
H 1.129 -0.911 2.372  0.357
H 0.920 -2.074 1.057  0.336
H 2.482 -1.305 1.126  0.346
H -1.366 -1.306 -0.452  0.394
H -1.645 0.293 -0.224  0.316
H -1.396 -0.655 1.311  0.332

***

(18)
The following is a quantum chemistry calculation of 3 unconnected molecules or ions with the total composition C2H9OS, from the OMol25 dataset.

Frontier orbital gap, eV: 9.017
Electronic energy, a.u.: -554.65588
Net charge: +1

Each line ends with the Mulliken charge.
Positions of all 13 atoms, in Å:
O 1.418 1.440 1.175  -0.588
H 1.907 1.941 1.832  0.315
H 3.847 -0.213 0.820  -0.223
H 1.773 1.615 0.297  0.313
C -2.084 -0.667 -1.530  -0.840
C -1.544 -0.819 -0.175  0.131
S -1.584 0.447 0.896  -0.012
H -2.619 -1.571 -1.828  0.321
H -2.835 0.129 -1.557  0.376
H -1.252 -0.438 -2.203  0.305
H 4.534 -0.497 0.739  0.230
H -1.291 -1.813 0.184  0.383
H -0.271 0.443 1.350  0.289

***

(19)
The following is a quantum chemistry calculation of a molecular structure, C2HAgF6NO4S2, from the OMol25 dataset.

Frontier orbital gap (spin up / spin down), eV: 10.915 / 6.936
Multiplicity: 2
Electronic energy, a.u.: -1974.91237
Net charge: 0

Each line ends with the Mulliken spin population.
Positions of all 17 atoms, in Å:
N 0.032 0.259 -0.018  0.126
S -1.101 -0.854 -0.451  0.002
O -0.943 -1.091 -1.877  0.008
O -1.123 -1.966 0.491  0.016
C -2.689 0.093 -0.273  -0.001
F -3.582 -0.518 -1.056  -0.001
F -1.176 3.602 0.405  0.213
F -3.098 -0.002 0.993  0.000
S 1.337 -0.073 0.870  0.004
O 1.237 -1.038 1.943  0.022
O 1.767 1.326 1.180  0.086
C 2.677 -0.715 -0.279  -0.002
F 2.489 -1.996 -0.501  0.000
F 2.644 -0.046 -1.411  -0.001
F 3.831 -0.527 0.327  0.001
H -2.515 1.147 -0.611  0.000
Ag 0.213 2.400 0.269  0.527

***

(20)
The following is a quantum chemistry calculation of a molecular structure, C2HAlO2, from the OMol25 dataset.

Frontier orbital gap (spin up / spin down), eV: 6.671 / 7.017
Electronic energy, a.u.: -468.63165
Net charge: +2

Each line ends with the Mulliken charge.
Positions of all 6 atoms, in Å:
H 2.583 -0.575 0.086  0.435
C 1.572 -0.539 0.458  0.617
C 0.459 -0.404 0.963  -0.500
O -1.702 1.421 -1.262  0.263
O -1.671 0.229 -1.101  0.156
Al -1.240 -0.132 0.856  1.028

***

One value per record, in order, for max |F|: 1.85; 2.89; 4.36; 0.83; 4.29; 4.16; 2.34; 4.12; 2.07; 1.54; 4.00; 1.24; 3.36; 1.30; 3.50; 3.19; 5.58; 1.83; 2.67; 2.93 eV Å⁻¹.
One value per record, in order, for relative energy (zero: lowest compared OMol25 entry of this formula, charge and spin): 14.21; 39.74; 35.37; 8.40; 42.91; 50.37; 16.66; 82.76; 25.01; 37.65; 37.19; 46.53; 27.49; 16.79; 19.68; 30.74; 52.88; 59.08; 0.00; 5.48 kcal per mole.